{
  "formula": "C7H17N5S",
  "method": "ωB97M-V with the def2-TZVPD basis set",
  "total_energy_ha": -948.25119,
  "charge": 2,
  "smiles": "CS[C@]1(N)NC(=[NH2+])[NH+]=C(C(C)C)N1",
  "de_lowest_kj_mol": 165.7,
  "homo_energy_ev": -15.7,
  "species": ["C", "C", "C", "C", "C", "C", "C", "N", "N", "N", "N", "N", "S", "H", "H", "H", "H", "H", "H", "H", "H", "H", "H", "H", "H", "H", "H", "H", "H", "H"],
  "coordinates": [[1.433, 0.145, -0.608], [-0.047, 1.956, 0.104], [-0.986, -0.240, -0.263], [-1.860, -2.096, 0.783], [-3.585, -0.428, -0.001], [4.068, -0.742, 0.798], [-2.163, -1.072, -0.239], [0.214, -0.706, -0.669], [1.157, 1.452, -0.085], [-1.121, 1.110, 0.022], [2.083, 0.204, -1.817], [-0.210, 3.186, 0.506], [2.341, -0.602, 1.060], [-1.269, -1.664, 1.696], [-1.399, -3.050, 0.243], [-2.747, -2.438, 1.179], [-3.848, -0.228, 1.056], [-4.393, -1.099, -0.191], [-3.846, 0.406, -0.757], [4.565, -0.631, 1.801], [4.524, 0.233, 0.300], [4.413, -1.695, 0.302], [-2.214, -1.519, -1.251], [0.220, -1.642, -0.979], [2.062, 2.089, -0.068], [-2.076, 1.340, 0.114], [2.542, -0.753, -2.053], [2.644, 0.971, -2.041], [0.553, 3.839, 0.358], [-1.054, 3.673, 0.700]]
}

{
  "formula": "C20H37BaN2O2P2Si",
  "method": "ωB97M-V with the def2-TZVPD basis set",
  "total_energy_ha": -2041.65032,
  "charge": 1,
  "de_lowest_kj_mol": 185.2,
  "homo_energy_ev": [-9.2, -9.2],
  "species": ["Ba", "P", "C", "C", "N", "C", "C", "C", "C", "C", "P", "H", "H", "H", "H", "H", "H", "H", "H", "O", "H", "H", "O", "H", "C", "H", "H", "H", "C", "H", "H", "H", "C", "H", "H", "H", "C", "H", "H", "H", "C", "Si", "C", "C", "N", "C", "C", "C", "C", "C", "C", "H", "H", "H", "H", "H", "H", "H", "H", "H", "H", "H", "H", "H", "H"],
  "coordinates": [[-0.898, -0.886, -0.268], [0.335, 1.570, -2.039], [0.613, 0.134, -3.064], [1.512, -0.922, -2.638], [1.640, -1.238, -1.270], [2.510, -2.195, -0.865], [3.480, -2.709, -1.734], [3.412, -2.372, -3.069], [2.429, -1.535, -3.545], [2.532, -2.656, 0.608], [1.041, -2.370, 1.653], [2.393, -1.118, -4.559], [4.258, -3.332, -1.281], [4.174, -2.760, -3.748], [2.925, -3.667, 0.783], [3.204, -1.976, 1.145], [-4.609, -0.469, -3.532], [0.152, 0.175, -4.070], [-2.234, -3.591, 0.310], [-3.723, -0.743, -3.673], [-3.834, -1.371, -4.377], [0.145, -2.582, 0.646], [-2.186, -2.875, -0.281], [-0.122, -4.468, -0.441], [0.237, -5.395, 0.040], [0.970, -5.193, 0.841], [-0.638, -5.890, 0.496], [0.705, -6.046, -0.708], [1.543, -3.299, 3.124], [0.671, -3.333, 3.773], [1.929, -4.301, 2.996], [2.324, -2.738, 3.645], [1.529, 2.835, -2.594], [1.086, 3.339, -3.454], [1.699, 3.559, -1.788], [2.467, 2.350, -2.878], [-1.255, 2.174, -2.733], [-1.847, 2.676, -1.955], [-0.997, 2.898, -3.515], [-1.826, 1.333, -3.149], [1.734, 1.111, 1.578], [0.259, 1.708, 2.591], [0.114, 0.620, 4.111], [0.642, 3.466, 3.126], [-1.120, 1.528, 1.571], [-2.182, 2.273, 1.248], [-3.296, 1.640, 0.565], [-4.286, 2.408, -0.045], [-4.293, 3.799, 0.091], [-3.316, 4.422, 0.867], [-2.313, 3.691, 1.486], [2.602, 1.616, 2.019], [1.655, 1.439, 0.535], [1.933, 0.028, 1.597], [0.818, 0.915, 4.904], [-0.898, 0.694, 4.532], [0.318, -0.433, 3.872], [0.569, 4.174, 2.288], [-0.026, 3.811, 3.927], [1.666, 3.554, 3.523], [-3.303, 0.536, 0.663], [-5.099, 1.954, -0.621], [-5.087, 4.352, -0.415], [-3.270, 5.511, 1.022], [-1.564, 4.171, 2.135]]
}

{
  "formula": "C16H40F24K2O8P4",
  "method": "ωB97M-V with the def2-TZVPD basis set",
  "total_energy_ha": -6198.65753,
  "charge": -2,
  "homo_energy_ev": -5.6,
  "species": ["K", "K", "P", "F", "F", "F", "F", "F", "F", "P", "F", "F", "F", "F", "F", "F", "P", "F", "F", "F", "F", "F", "F", "P", "F", "F", "F", "F", "F", "F", "C", "O", "C", "C", "O", "C", "H", "H", "H", "H", "H", "H", "H", "H", "H", "H", "C", "O", "C", "C", "O", "C", "H", "H", "H", "H", "H", "H", "H", "H", "H", "H", "C", "O", "C", "C", "O", "C", "H", "H", "H", "H", "H", "H", "H", "H", "H", "H", "C", "O", "C", "C", "O", "C", "H", "H", "H", "H", "H", "H", "H", "H", "H", "H"],
  "coordinates": [[1.923, 2.911, -2.943], [-3.553, 1.886, -2.308], [-0.773, 1.564, -0.367], [-2.380, 1.360, -0.052], [-0.634, 2.177, 1.129], [-0.449, 0.108, 0.212], [0.780, 1.936, -0.617], [-0.888, 0.949, -1.852], [-1.207, 3.009, -0.954], [-3.955, 5.921, -1.110], [-2.417, 5.941, -1.529], [-3.558, 5.922, 0.452], [-3.976, 7.558, -1.112], [-5.528, 5.931, -0.693], [-4.395, 5.897, -2.665], [-3.973, 4.294, -1.097], [-1.283, 3.383, -4.996], [0.185, 4.115, -5.038], [-1.030, 2.926, -6.521], [-0.552, 1.974, -4.486], [-2.711, 2.588, -5.035], [-1.363, 3.708, -3.420], [-1.995, 4.737, -5.391], [5.076, 1.749, -0.844], [4.381, 0.312, -0.641], [3.635, 2.484, -0.650], [5.367, 1.887, 0.726], [5.760, 3.197, -1.108], [6.507, 1.042, -1.080], [4.757, 1.676, -2.448], [-5.826, -0.631, -1.767], [-4.785, -0.021, -1.020], [-5.028, -0.017, 0.390], [-6.293, 0.669, 0.836], [-7.467, -0.095, 0.626], [-7.763, -0.976, 1.689], [-5.485, -0.807, -2.792], [-6.676, 0.045, -1.894], [-6.091, -1.572, -1.282], [-4.119, 0.360, 0.851], [-5.063, -1.087, 0.675], [-6.420, 1.570, 0.226], [-6.198, 0.983, 1.880], [-8.810, -1.261, 1.567], [-7.712, -0.426, 2.636], [-7.135, -1.869, 1.686], [4.799, 0.734, 5.864], [3.577, 0.540, 5.211], [2.506, 0.498, 6.077], [1.221, 0.245, 5.323], [1.445, -0.763, 4.375], [0.330, -0.988, 3.523], [4.861, 1.776, 6.220], [5.576, 0.633, 5.109], [4.939, 0.041, 6.700], [2.401, 1.463, 6.612], [2.663, -0.247, 6.880], [0.957, 1.157, 4.765], [0.407, -0.034, 6.005], [0.385, -0.302, 2.677], [-0.607, -0.863, 4.079], [0.411, -2.016, 3.177], [3.567, -6.385, 2.056], [3.826, -5.061, 1.757], [3.764, -4.196, 2.884], [4.001, -2.773, 2.453], [2.916, -2.125, 1.852], [2.472, -2.644, 0.597], [2.493, -6.619, 1.992], [3.846, -6.644, 3.095], [4.146, -7.051, 1.416], [4.584, -4.466, 3.565], [2.776, -4.316, 3.345], [4.850, -2.789, 1.750], [4.229, -2.191, 3.346], [2.078, -3.661, 0.629], [3.351, -2.695, -0.062], [1.776, -1.867, 0.295], [2.712, -0.539, -5.017], [2.598, -0.112, -3.670], [2.170, -1.095, -2.763], [0.732, -1.500, -2.916], [0.617, -2.466, -3.966], [-0.707, -2.783, -4.278], [1.766, -0.357, -5.538], [2.908, -1.613, -5.053], [3.517, 0.021, -5.488], [2.248, -0.638, -1.773], [2.790, -2.000, -2.732], [0.038, -0.673, -3.069], [0.405, -1.991, -1.983], [-0.780, -3.110, -5.321], [-1.372, -1.916, -4.195], [-1.070, -3.623, -3.668]]
}

{
  "formula": "C15H23N4OPZr",
  "method": "ωB97M-V with the def2-TZVPD basis set",
  "total_energy_ha": -1265.83882,
  "charge": 4,
  "homo_energy_ev": -19.3,
  "species": ["C", "N", "C", "C", "C", "C", "C", "P", "C", "C", "C", "N", "C", "C", "C", "O", "C", "N", "C", "N", "C", "H", "H", "H", "H", "H", "H", "H", "H", "H", "H", "H", "H", "H", "H", "H", "H", "H", "H", "H", "H", "H", "H", "H", "Zr"],
  "coordinates": [[1.508, 0.954, 5.834], [2.021, -0.048, 4.848], [0.931, -0.655, 4.049], [0.599, 0.178, 2.703], [0.902, 1.712, 2.633], [0.592, 2.528, 1.335], [0.000, 1.729, 0.120], [-0.374, 2.611, -1.493], [-0.036, 4.465, -1.400], [-2.249, 2.273, -1.775], [-0.294, 0.157, 0.179], [-0.801, -0.455, -1.018], [-0.994, -1.869, -0.871], [-1.543, -2.658, -2.176], [-0.543, -2.299, -3.379], [-1.054, -2.926, -4.599], [0.974, -2.786, -3.149], [1.847, -1.897, -3.998], [-0.725, -2.614, 0.466], [-0.229, -2.044, 1.677], [-0.008, -0.644, 1.464], [2.301, 1.783, 5.919], [1.292, 0.463, 6.857], [0.495, 1.329, 5.445], [2.745, 0.335, 4.221], [-0.006, -0.890, 4.666], [1.326, -1.684, 3.680], [1.361, 2.301, 3.500], [0.835, 3.638, 1.297], [0.668, 4.742, -2.275], [0.455, 4.825, -0.437], [-1.019, 5.028, -1.616], [-2.725, 1.702, -0.901], [-2.435, 1.719, -2.775], [-2.811, 3.272, -1.871], [-2.589, -2.175, -2.420], [-1.691, -3.774, -1.999], [-0.543, -1.162, -3.594], [-0.225, -3.063, -5.130], [1.339, -2.692, -2.064], [1.161, -3.874, -3.474], [1.578, -0.905, -3.875], [2.790, -1.954, -3.559], [-0.937, -3.749, 0.481], [-3.888, -0.929, -1.524]]
}